# 1
C3H8N2 | ωB97M-V with the def2-TZVPD basis set

XYZ file:
```
13
Properties=species:S:1:pos:R:3:forces:R:3:lowdin_spin:R:1
C 2.786711 -0.411559 -0.278039 0.6997 -1.0113 -0.9250 0.42
N 2.015454 0.413753 0.390466 -0.8648 0.8444 1.0575 0.33
H 2.883282 -0.414595 -1.368441 0.0128 0.0130 0.0297 0.08
H 3.422889 -1.122861 0.245616 0.0316 0.0506 0.0716 0.07
H 1.460208 0.983199 -0.241441 0.1212 -0.0008 -0.0887 0.01
C -1.885794 -0.970067 -0.334952 -0.0026 0.4939 -0.0690 0.04
C -1.875113 0.336831 -0.049257 0.1017 -0.3859 0.2944 0.01
N -0.865225 1.019378 0.623006 -0.6140 -0.3511 -0.0354 0.01
H -1.036980 -1.595542 -0.092029 -0.0420 -0.1309 0.0177 0.03
H -2.730437 -1.369307 -0.876743 0.0988 -0.1292 -0.1003 0.00
H -2.706774 0.957659 -0.361609 -0.0599 0.1073 -0.0001 0.00
H -0.243020 0.411068 1.150332 0.4585 0.2402 -0.3549 0.00
H -1.225200 1.762041 1.193091 0.0590 0.2598 0.1027 0.00
```
Forces are in eV/Å.

Calculated values
Multiplicity: 2
Net charge: -1
Energy relative to the best compared isomer or geometry (same formula, charge and spin): 105.1 kJ/mol
Kohn-Sham gap (alpha / beta): 2.68 / 7.61 eV

# 2
C25H72F3N6O9S | ωB97M-V with the def2-TZVPD basis set

XYZ file:
```
116
Properties=species:S:1:pos:R:3:forces:R:3:lowdin_charge:R:1
C -5.550323 4.043840 0.303877 0.6433 -0.1692 0.9529 -0.02
C -5.974512 2.578811 0.286602 -0.5958 0.9014 0.3349 -0.29
C -4.853239 1.648466 -0.098428 0.1082 -0.3830 0.2231 -0.22
O -5.256647 0.302916 -0.014785 0.0183 0.3102 -0.1325 -0.17
C -4.195363 -0.575577 -0.375568 -0.2070 -0.7396 -0.0521 -0.07
N -6.500093 2.147693 1.643951 0.5122 -0.8222 0.0774 0.24
H -7.387517 2.587655 1.895917 0.0079 -0.0518 0.0391 0.19
H -6.597541 1.121701 1.607067 -0.4612 0.1142 -0.1414 0.17
H -5.822746 2.272305 2.403200 -0.0722 0.5086 -0.0840 0.18
H -6.327703 4.714204 0.668973 -0.2885 -0.0371 -0.5321 0.10
H -5.159279 4.304027 -0.676766 -0.2474 0.1919 -0.0575 0.06
H -4.729924 4.230278 1.007630 0.1203 -0.2774 -0.1103 0.10
H -6.858090 2.536501 -0.352045 0.1799 -0.5938 -0.2009 0.17
H -4.012565 1.764243 0.604541 0.0991 0.4332 -0.2070 0.14
H -4.535229 1.919126 -1.110134 0.0926 -0.0784 0.0095 0.13
H -3.808675 -0.379067 -1.378830 -0.1068 0.2253 0.0172 0.10
H -4.616650 -1.579145 -0.379288 -0.0488 0.0506 -0.0128 0.10
H -3.359793 -0.574937 0.333871 -0.1303 0.3542 0.0985 0.08
C 3.042185 -2.323351 -5.930967 -0.3634 -0.0945 -0.6098 -0.03
C 3.096927 -1.372186 -4.748334 0.1786 -1.0351 -0.0038 -0.32
C 4.084342 -0.263061 -5.029855 -0.1093 0.1248 -0.4779 -0.20
O 4.262195 0.580911 -3.929276 -0.1582 -0.1474 0.3280 -0.20
C 4.755265 1.858277 -4.294792 0.4067 0.8186 -0.0172 -0.07
N 1.716576 -0.828218 -4.509351 -0.5649 1.8073 0.0446 0.22
H 1.496830 -0.203605 -5.295213 -0.1057 -0.3465 -0.1511 0.18
H 0.961396 -1.510131 -4.442591 0.2989 -0.3360 -0.1481 0.17
H 1.609629 -0.187079 -3.688174 0.6807 -0.5507 0.1032 0.12
H 2.845823 -1.802768 -6.873792 0.1666 0.1505 0.0835 0.11
H 2.247797 -3.069740 -5.862542 0.0766 -0.0359 0.3237 0.10
H 3.982159 -2.858498 -6.045532 0.0323 0.0402 0.0740 0.11
H 3.358762 -1.960428 -3.867581 0.0133 0.3047 0.1882 0.15
H 3.726703 0.299745 -5.907923 -0.0488 0.0504 0.0789 0.15
H 5.015843 -0.735606 -5.363898 0.0632 0.0327 0.1753 0.16
H 4.002069 2.468030 -4.803737 -0.0626 -0.2507 -0.1609 0.10
H 5.655913 1.807516 -4.912848 -0.1125 -0.2059 -0.0950 0.11
H 5.036651 2.424048 -3.405451 -0.1256 -0.3317 0.1706 0.09
C -2.737150 7.058885 -3.809318 -0.0137 -0.4607 1.0352 -0.01
C -3.526914 5.758383 -3.940325 0.0391 0.9942 -0.4225 -0.29
C -2.841618 4.617586 -3.207591 -0.3654 -0.3857 -0.7760 -0.20
O -2.848174 4.885593 -1.824553 -0.2895 -0.7026 -0.0560 -0.19
C -2.155274 3.852269 -1.119373 0.4443 0.2555 0.5626 -0.08
N -4.894486 5.996386 -3.332224 -0.2999 0.8846 0.7851 0.22
H -4.770132 6.208141 -2.333846 0.0353 -0.3910 -0.0088 0.16
H -5.334512 6.856943 -3.683030 0.1513 -0.1783 -0.3896 0.19
H -5.575497 5.244112 -3.442263 0.1609 -0.1135 -0.0773 0.18
H -1.679073 6.866355 -3.971047 -0.0368 0.0275 -0.4578 0.11
H -2.767802 7.332280 -2.748629 -0.0959 0.4836 -0.1731 0.10
H -3.102236 7.842022 -4.465141 0.0416 0.1325 0.0591 0.10
H -3.755069 5.632339 -4.998002 0.3655 -0.8238 0.0131 0.16
H -1.829309 4.540923 -3.616317 0.0781 0.0486 0.1395 0.14
H -3.329427 3.654875 -3.427914 -0.0734 0.0551 0.1164 0.14
H -1.125765 3.800823 -1.474933 0.0520 -0.0437 0.1566 0.09
H -2.578485 2.841348 -1.153800 -0.3226 0.2024 -0.7019 0.07
H -2.174286 4.097028 -0.057866 0.1887 0.3767 -0.0964 0.10
C 6.382467 -1.819044 -1.451034 0.3955 -0.0140 0.6167 -0.01
C 5.009116 -1.347221 -1.027224 0.0277 0.8855 -0.0827 -0.31
C 4.280742 -2.336009 -0.160330 -0.3250 -0.8811 -0.1927 -0.21
O 5.059316 -2.565647 0.976211 -0.1768 0.4169 0.1243 -0.19
C 4.713692 -3.737006 1.696837 0.2402 -0.3844 -0.1332 -0.06
N 5.157353 -0.068727 -0.214039 -0.2056 -0.0340 0.6721 0.24
H 5.547563 -0.309243 0.704227 0.2242 -0.0517 -0.1528 0.17
H 5.763331 0.616608 -0.664601 0.0288 -0.0753 -0.0623 0.17
H 4.232450 0.362472 -0.024326 0.0543 -0.0733 -0.2208 0.10
H 6.983078 -1.043722 -1.928159 -0.2859 -0.0904 -0.4674 0.10
H 6.302595 -2.724504 -2.048394 0.0579 0.1745 -0.2813 0.10
H 6.969402 -2.096182 -0.570785 -0.1891 -0.0975 0.0496 0.10
H 4.373781 -1.007202 -1.842187 0.0460 -0.2961 -0.3069 0.12
H 4.169741 -3.270749 -0.730637 0.0725 0.0902 -0.0803 0.14
H 3.251931 -2.023341 0.077242 0.1192 0.2521 0.1341 0.12
H 3.749581 -3.655139 2.206737 0.0638 0.2103 0.1121 0.09
H 5.533733 -3.902057 2.388818 -0.1955 -0.0439 0.2282 0.11
H 4.658279 -4.602750 1.027935 0.0635 0.0810 -0.0518 0.10
C -4.276190 -6.756075 2.958333 -0.2400 0.5684 -0.4305 -0.03
C -2.785954 -6.616758 2.777771 0.5315 -1.2017 1.2304 -0.27
C -2.258131 -5.198909 2.922963 0.2995 0.6967 -1.1880 -0.18
O -1.231530 -5.033443 1.961062 0.1999 -0.3239 0.2342 -0.18
C -0.926484 -3.708720 1.574146 0.3780 -0.2159 0.4693 -0.10
N -2.102668 -7.485473 3.875030 -0.2221 -0.1272 0.6082 0.22
H -1.088802 -7.571938 3.766187 -0.0197 0.2904 -0.0422 0.18
H -2.309410 -7.099873 4.801082 0.2028 0.0104 -0.0014 0.17
H -2.450760 -8.450656 3.916948 -0.1791 0.1207 -0.3284 0.18
H -4.642179 -6.273734 3.867221 0.1580 -0.2242 0.1818 0.10
H -4.621412 -7.784878 2.890888 -0.0171 -0.0211 0.0720 0.10
H -4.741824 -6.186712 2.150766 -0.0598 -0.2223 -0.0878 0.10
H -2.395583 -7.146017 1.911577 -0.3038 0.6617 -0.5696 0.16
H -1.890044 -4.963183 3.929847 -0.1099 -0.1444 0.0802 0.14
H -3.040125 -4.470796 2.675714 -0.2674 -0.2291 0.2519 0.13
H -1.818569 -3.187539 1.213467 0.0808 -0.0057 -0.1935 0.09
H -0.149373 -3.818681 0.823323 -0.2711 0.1544 -0.3280 0.09
H -0.465576 -3.117126 2.378036 -0.2466 -0.1132 0.1745 0.08
C 2.023831 -0.674463 3.759175 0.4614 -0.2093 -0.1607 -0.02
C 1.454140 0.690108 4.037918 -1.0349 0.7090 0.3439 -0.32
C 1.379970 1.024888 5.508486 0.5208 -0.1979 0.7383 -0.21
O 2.697711 1.079789 5.986816 0.0580 0.0390 -0.1706 -0.19
C 2.764710 1.152761 7.410038 -0.5535 0.1754 0.6241 -0.05
N 2.258816 1.749282 3.331675 1.0838 -0.4838 -0.5758 0.24
H 2.065094 2.692581 3.670111 -0.1902 0.0095 -0.1884 0.18
H 3.267906 1.603693 3.454515 -0.1338 -0.0151 0.5650 0.18
H 2.151110 1.639430 2.308962 -0.2979 0.3790 -0.0069 0.12
H 1.407568 -1.485716 4.141888 -0.3170 0.2257 -0.0023 0.10
H 2.973645 -0.780564 4.288754 0.0876 0.0844 -0.1846 0.10
H 2.165365 -0.830239 2.686908 0.0488 -0.0482 0.0313 0.07
H 0.446773 0.858509 3.648366 0.0106 -0.4237 -0.1823 0.15
H 0.801786 0.226478 5.995361 0.0098 0.0437 0.0000 0.15
H 0.886241 1.975811 5.752815 -0.2160 -0.0187 -0.3906 0.14
H 2.619379 0.166429 7.857269 0.3393 -0.0567 -0.1023 0.10
H 1.962595 1.774760 7.829918 0.0414 0.1142 -0.3154 0.10
H 3.697452 1.617449 7.708496 0.2024 -0.2702 -0.1385 0.10
C 0.020842 -0.086265 -0.117713 1.5115 0.4316 -0.6541 -0.65
F -0.439505 0.384967 1.039726 -0.3110 -0.2215 0.1534 0.12
F 0.412700 -1.359581 0.041817 -0.4298 0.1962 0.0384 0.12
F -0.937863 -0.017432 -1.045710 -0.0789 -0.2830 0.3180 0.13
S 1.461260 0.982984 -0.678315 -0.5774 0.4421 0.0730 0.52
O 0.822536 2.266490 -0.773915 0.0929 -0.1088 -0.0297 -0.28
O 2.441958 0.881616 0.416618 -0.0846 -0.2913 0.0054 -0.36
O 1.924479 0.393019 -1.922396 -0.1223 -0.2576 0.3373 -0.32
```
Forces are in eV/Å.

Calculated values
Net charge: +5
Energy relative to the best compared isomer or geometry (same formula, charge and spin): 0.0 kJ/mol
Kohn-Sham gap: 9.57 eV

# 3
CH4BrN4O3P2 | ωB97M-V with the def2-TZVPD basis set

XYZ file:
```
15
Properties=species:S:1:pos:R:3:forces:R:3:lowdin_charge:R:1
O 2.867169 -0.812478 1.613152 -4.2352 1.3744 -5.0751 -0.37
P 2.018188 -0.339347 0.327261 7.4341 1.4234 4.1477 0.49
O 2.980455 -0.741405 -1.084463 -1.8827 2.2668 2.3471 -0.24
O 1.931377 1.396747 0.417845 -1.8185 -2.8021 -1.2088 -0.23
P 0.096792 -1.365876 0.295773 0.2565 -2.0175 -1.2228 0.88
N -1.226376 -0.267549 -0.217127 -4.4670 1.6220 2.0549 -0.35
N -1.270540 0.656404 -1.274416 -3.8935 -1.0746 3.9645 0.04
N -2.507902 1.289606 -1.216988 -0.1956 -0.6189 0.7404 0.06
N -3.410756 0.903909 -0.205167 7.8550 -3.4190 -1.2561 0.12
C -2.564175 -0.166138 0.482131 1.2726 1.5578 -2.2437 -0.51
Br -3.055387 -1.295180 2.063004 0.8133 1.8778 -2.6526 0.77
H 3.740003 -0.063531 -1.117301 -1.4699 -1.2727 0.1952 0.12
H 1.028543 1.752351 0.161855 1.5359 -0.4062 0.4517 0.06
H -0.175272 -1.730735 1.666625 0.0683 1.2567 -0.5305 -0.05
H -0.452118 0.783221 -1.912185 -1.2733 0.2321 0.2883 0.20
```
Forces are in eV/Å.

Calculated values
Net charge: +1
Structure (SMILES): O=P(O)(O)PN1NN=[N+]=C1Br
Kohn-Sham gap: 7.72 eV

# 4
C3H10N2OS | ωB97M-V with the def2-TZVPD basis set

XYZ file:
```
17
Properties=species:S:1:pos:R:3:forces:R:3:lowdin_charge:R:1
C -1.133727 1.194920 0.356527 0.0708 0.2505 0.3179 -0.29
C 0.000229 -1.098119 0.309044 -0.0106 -0.1128 0.0293 -0.14
C -0.102520 0.272968 -0.327521 0.4671 0.0545 0.1110 -0.47
N -2.210723 1.718545 -0.512655 0.5009 -0.7290 -0.3709 -0.01
N 2.477300 -0.175585 -1.135326 -0.4313 0.2255 0.1439 -0.19
O 2.033945 0.678351 1.221641 0.4227 -0.2353 1.0400 -0.50
S 1.646887 0.978679 -0.148620 -0.9776 0.3210 -1.3825 0.87
H -2.539953 0.968943 -1.119344 -0.0281 0.1638 0.1061 0.06
H -1.546113 0.639319 1.211685 0.1674 0.1132 -0.0811 0.11
H -0.620789 2.075227 0.759525 0.0133 -0.1024 0.1438 0.10
H 0.299229 -0.977327 1.350985 -0.0692 -0.0778 0.0065 0.07
H 0.772616 -1.675462 -0.195766 -0.0770 -0.1328 0.0164 0.06
H -0.934926 -1.653250 0.274330 -0.1416 0.0597 -0.0656 0.08
H -0.277630 0.217428 -1.402341 0.0367 0.0492 -0.1016 0.11
H -3.001476 1.983513 0.059889 0.0068 0.0928 0.0221 0.06
H 3.296337 -0.482034 -0.619977 -0.0478 0.0102 0.0906 0.05
H 2.770704 0.275894 -1.993121 0.0975 0.0496 -0.0259 0.04
```
Forces are in eV/Å.

Calculated values
Energy relative to the best compared isomer or geometry (same formula, charge and spin): 182.5 kJ/mol
Kohn-Sham gap: 9.50 eV

| no. | largest force on an atom (eV/Å) |
| --- | --- |
| 1 | 1.61 |
| 2 | 1.89 |
| 3 | 8.66 |
| 4 | 1.72 |